Entry 1:
{"formula": "C20H22MnN5O2S", "method": "the ωB97M-V functional and the def2-TZVPD basis", "total_energy_ev": -74798.712, "e_above_lowest_kcal_mol": 0.0, "total_charge": 1, "s_squared": 8.753, "spin_multiplicity": 6, "gap_ev": [8.04, 8.52], "species": ["Mn", "C", "C", "C", "C", "C", "C", "N", "C", "C", "C", "C", "C", "N", "C", "C", "C", "C", "C", "C", "N", "H", "H", "H", "H", "H", "H", "H", "H", "H", "H", "H", "H", "H", "H", "H", "N", "C", "N", "S", "H", "H", "H", "H", "C", "C", "O", "O", "H", "H", "H"], "positions_angstrom": [[-0.44346, 0.63488, -0.57408], [-3.25875, -0.66203, -2.10887], [-3.22802, -1.14438, -0.69291], [-4.26406, -1.92888, -0.19510], [-4.21009, -2.37604, 1.10838], [-3.11997, -2.02975, 1.88850], [-2.12301, -1.24384, 1.33454], [-2.17776, -0.80853, 0.06591], [-0.92038, -0.84640, 2.12865], [-0.75023, -1.20530, 3.45897], [0.39821, -0.79974, 4.11411], [1.34674, -0.05558, 3.43649], [1.11387, 0.26766, 2.10650], [-0.00096, -0.12246, 1.48685], [2.07606, 1.06813, 1.29362], [3.29828, 1.46523, 1.80969], [4.14396, 2.22123, 1.01564], [3.74010, 2.55275, -0.26023], [2.50302, 2.11341, -0.72228], [2.05092, 2.44289, -2.10946], [1.69017, 1.38012, 0.04751], [-4.21128, -0.89870, -2.57716], [-2.46280, -1.14238, -2.68002], [-3.09918, 0.41442, -2.15588], [-5.09594, -2.17872, -0.83811], [-5.00286, -2.98830, 1.51651], [-3.05915, -2.37466, 2.90815], [-1.48981, -1.78547, 3.98664], [0.55313, -1.06273, 5.15171], [2.24096, 0.26515, 3.94618], [3.59874, 1.19528, 2.80943], [5.10398, 2.54610, 1.39346], [4.36883, 3.14540, -0.90948], [2.70092, 3.18796, -2.56245], [1.02839, 2.81827, -2.10599], [2.07539, 1.54293, -2.72634], [-2.93642, 4.78393, 0.03514], [-2.29437, 3.73139, -0.48608], [-2.32078, 3.57542, -1.80465], [-1.49109, 2.67022, 0.57681], [-3.41186, 5.46158, -0.53604], [-2.92520, 4.91355, 1.03095], [-2.79778, 4.23826, -2.39295], [-1.82376, 2.80346, -2.24273], [-0.12491, 0.06752, -4.56401], [-0.27134, 0.31763, -3.09335], [-0.88371, 1.34753, -2.67117], [0.22119, -0.49506, -2.26497], [-0.71534, 0.77010, -5.14445], [-0.41528, -0.95730, -4.79093], [0.92760, 0.16611, -4.83362]]}

=====

Entry 2:
{"formula": "C20H22N2O", "method": "the ωB97M-V functional and the def2-TZVPD basis", "total_energy_ev": -26111.172, "e_above_lowest_kcal_mol": 344.8, "gap_ev": 7.28, "species": ["C", "C", "O", "N", "H", "C", "H", "H", "C", "C", "C", "N", "C", "C", "C", "C", "C", "C", "H", "H", "H", "H", "C", "C", "C", "C", "C", "C", "C", "H", "H", "H", "H", "H", "H", "H", "C", "H", "H", "H", "H", "H", "H", "H", "H"], "positions_angstrom": [[6.34684, 1.52727, 0.35085], [4.94081, 1.38737, 0.20416], [4.22640, 2.26914, -0.40410], [4.36158, 0.29995, 0.86633], [4.97559, -0.53009, 1.10112], [2.84643, -0.09557, 0.90981], [2.25986, 0.80561, 0.97252], [2.61367, -0.50644, 1.65896], [2.49156, -0.84285, -0.46119], [1.10391, -1.00797, -0.54801], [0.19148, 0.18869, -1.07708], [-1.15928, -0.35407, -1.17797], [-1.07583, -1.85730, -0.58014], [-2.15496, -2.41522, -0.14471], [-1.92508, -3.71871, 0.31773], [-0.68325, -4.10776, 0.91212], [0.49559, -3.41994, 0.56467], [0.18990, -2.09096, -0.03936], [1.56729, -3.44627, 0.72028], [-0.48144, -4.97726, 1.39554], [-2.77887, -4.37223, 0.59214], [-3.30596, -2.12279, -0.27500], [-2.20657, 0.39500, -1.47683], [-2.94210, 1.14756, -0.27922], [-4.06437, 1.93186, -0.99723], [-4.62401, 2.54159, 0.19402], [-4.16610, 2.43666, 1.47737], [-2.96240, 2.12488, 1.75423], [-2.43167, 1.16823, 0.93669], [-1.40112, 0.65346, 1.14875], [-2.56876, 2.14893, 2.72819], [-4.71193, 3.18673, 2.10362], [-5.59598, 3.06936, -0.02245], [-4.49973, 1.55348, -1.77226], [-2.95666, -0.49772, -1.94341], [-1.85387, 1.14974, -2.30904], [0.63739, 1.32500, -1.83146], [0.00794, 2.12456, -0.93574], [0.42397, 1.38886, -2.72110], [1.54209, 1.66604, -1.37755], [3.07268, -0.47994, -1.08713], [2.83053, -1.79455, -0.01438], [6.66250, 0.64639, -0.22014], [6.54584, 2.31061, -0.19150], [6.52954, 1.59519, 1.22756]]}

=====

Entry 3:
{"formula": "C20H22N2O2", "method": "the ωB97M-V functional and the def2-TZVPD basis", "total_energy_ev": -28169.053, "e_above_lowest_kcal_mol": 117.3, "gap_ev": 7.06, "species": ["N", "O", "O", "C", "C", "C", "C", "C", "N", "C", "C", "C", "C", "C", "C", "C", "C", "C", "C", "C", "C", "C", "C", "C", "H", "H", "H", "H", "H", "H", "H", "H", "H", "H", "H", "H", "H", "H", "H", "H", "H", "H", "H", "H", "H", "H"], "positions_angstrom": [[-0.07076, -1.65013, -1.87422], [0.07146, -2.71459, -1.25687], [-0.63622, -1.60914, -2.99246], [-2.91739, 2.11431, -0.69638], [-3.19199, 0.63677, -0.41323], [-4.55128, 0.48080, 0.29338], [-3.23062, -0.18379, -1.70510], [-2.07205, 0.12112, 0.51668], [-2.31425, -0.36392, 1.76346], [-1.14847, -0.79639, 2.38608], [-0.08633, -0.56981, 1.48186], [1.15732, -1.05170, 1.84833], [1.35884, -1.61226, 3.12040], [0.28473, -1.76540, 4.03095], [-1.00148, -1.37371, 3.63711], [-0.67010, 0.01242, 0.26560], [0.02937, 0.25890, -0.92170], [1.44601, 0.47512, -1.00873], [2.20606, 1.14413, -0.02519], [3.58885, 1.24745, -0.14304], [4.25697, 0.66835, -1.22822], [5.75577, 0.68366, -1.29940], [3.51014, 0.10043, -2.26375], [2.12416, 0.06425, -2.18544], [-1.93771, 2.25105, -1.16897], [-3.68026, 2.55776, -1.35309], [-2.92430, 2.66611, 0.25125], [-4.76458, -0.57257, 0.51812], [-4.58972, 1.06986, 1.21893], [-5.34881, 0.84302, -0.36087], [-3.33700, -1.25343, -1.47561], [-4.09419, 0.10924, -2.32128], [-2.34591, -0.08605, -2.34070], [-3.21029, -0.44833, 2.25501], [1.96363, -0.99459, 1.11999], [2.37738, -1.91845, 3.40952], [0.46792, -2.18601, 5.03096], [-1.87832, -1.46592, 4.28810], [-0.53980, 0.48718, -1.81656], [1.71506, 1.56292, 0.85181], [4.19081, 1.73067, 0.63746], [6.07489, 0.24945, -2.25923], [6.16687, 1.70228, -1.21360], [6.18182, 0.07616, -0.48291], [4.05735, -0.33553, -3.11225], [1.55644, -0.36171, -3.00620]]}

=====

Entry 4:
{"formula": "C20H22N2O4", "method": "the ωB97M-V functional and the def2-TZVPD basis", "total_energy_ev": -32268.330, "e_above_lowest_kcal_mol": 33.6, "smiles": "CCCN1C(=O)c2cc(C(=O)NCc3ccc(OC)cc3)ccc2[C@@H]1O", "gap_ev": 8.94, "species": ["C", "C", "C", "N", "C", "O", "C", "C", "C", "C", "O", "N", "C", "C", "C", "C", "C", "O", "C", "C", "C", "C", "C", "C", "C", "O", "H", "H", "H", "H", "H", "H", "H", "H", "H", "H", "H", "H", "H", "H", "H", "H", "H", "H", "H", "H", "H", "H"], "positions_angstrom": [[-3.02816, -5.63840, 3.75695], [-3.70093, -5.29456, 2.43218], [-2.75650, -5.43658, 1.22980], [-2.11871, -4.19571, 0.85588], [-2.42498, -3.53099, -0.29715], [-3.21911, -3.90089, -1.13137], [-1.57594, -2.31182, -0.29631], [-1.47966, -1.29139, -1.22128], [-0.56065, -0.27171, -0.98320], [-0.47296, 0.85032, -1.97187], [-1.45331, 1.32340, -2.50868], [0.78804, 1.26752, -2.22898], [1.07381, 2.42357, -3.05447], [1.64587, 3.54359, -2.22614], [2.91145, 4.05143, -2.46456], [3.43761, 5.06662, -1.68129], [2.69385, 5.58441, -0.62779], [3.10738, 6.57432, 0.20987], [4.37363, 7.14977, 0.00003], [1.41846, 5.07065, -0.37940], [0.90489, 4.06738, -1.16945], [0.21362, -0.27627, 0.17557], [0.09770, -1.29360, 1.11302], [-0.80057, -2.30890, 0.86100], [-1.12355, -3.53508, 1.67775], [-0.02834, -4.35492, 1.96479], [-2.74348, -6.68828, 3.77161], [-2.13107, -5.04544, 3.91351], [-3.70994, -5.45855, 4.58510], [-4.55286, -5.96079, 2.28816], [-4.08604, -4.27302, 2.45702], [-3.31458, -5.74729, 0.34323], [-1.98620, -6.18314, 1.44887], [-2.09558, -1.27657, -2.10655], [1.56244, 0.84790, -1.74021], [0.11793, 2.71968, -3.49700], [1.76738, 2.14253, -3.85323], [3.50258, 3.65852, -3.27976], [4.42491, 5.43995, -1.90316], [4.48064, 7.91431, 0.76785], [4.44446, 7.61729, -0.98737], [5.17501, 6.41192, 0.11164], [0.85111, 5.48393, 0.43929], [-0.08516, 3.68132, -0.97570], [0.89476, 0.54049, 0.36983], [0.69275, -1.28966, 2.01351], [-1.53937, -3.26494, 2.65864], [0.40741, -4.60231, 1.13982]]}

=====

Entry 5:
{"formula": "C20H22N2O4S", "method": "the ωB97M-V functional and the def2-TZVPD basis", "total_energy_ev": -43103.127, "e_above_lowest_kcal_mol": 40.9, "smiles": "CC(=O)Nc1ccc(S(=O)(=O)Oc2ccc3c(c2)C(C)=CC(C)(C)N3)cc1", "gap_ev": 7.85, "species": ["C", "C", "O", "N", "C", "C", "C", "C", "S", "O", "O", "O", "C", "C", "C", "C", "C", "C", "C", "C", "C", "C", "C", "C", "N", "C", "C", "H", "H", "H", "H", "H", "H", "H", "H", "H", "H", "H", "H", "H", "H", "H", "H", "H", "H", "H", "H", "H", "H"], "positions_angstrom": [[-1.55418, -5.60421, -0.04482], [-1.12670, -4.20684, 0.34902], [-1.84504, -3.42675, 0.92563], [0.16231, -3.93578, -0.03153], [0.89224, -2.76099, 0.14366], [0.46912, -1.73898, 0.99311], [1.22398, -0.58679, 1.10585], [2.38806, -0.45535, 0.37568], [3.21852, 1.12112, 0.32352], [4.60834, 0.96612, 0.04585], [2.83082, 1.90560, 1.45586], [2.56030, 1.72088, -1.02635], [1.17818, 1.58483, -1.10021], [0.63774, 0.75519, -2.07343], [-0.72515, 0.53750, -2.10571], [-1.56484, 1.11730, -1.15396], [-1.01462, 1.98436, -0.18684], [0.35488, 2.20891, -0.17642], [-1.92795, 2.60508, 0.76846], [-1.40603, 3.68226, 1.66790], [-3.19980, 2.20512, 0.81630], [-3.76981, 1.10479, -0.03559], [-5.16228, 1.49806, -0.54338], [-3.86007, -0.19158, 0.79232], [-2.91149, 0.90844, -1.19070], [2.83316, -1.46546, -0.45261], [2.09277, -2.62654, -0.55879], [-0.89837, -6.34071, 0.41452], [-1.51191, -5.72193, -1.12570], [-2.57246, -5.77353, 0.29222], [0.63503, -4.64975, -0.56917], [-0.44935, -1.85014, 1.54373], [0.92072, 0.21827, 1.75470], [1.29106, 0.28412, -2.79101], [-1.14950, -0.10637, -2.86272], [0.81110, 2.84125, 0.56642], [-0.96834, 4.48702, 1.08004], [-0.63305, 3.28723, 2.32527], [-2.20727, 4.08918, 2.27948], [-3.88947, 2.64563, 1.52108], [-5.10113, 2.41593, -1.12306], [-5.57143, 0.71277, -1.17555], [-5.83839, 1.65482, 0.29238], [-2.86482, -0.51723, 1.08506], [-4.32270, -0.98611, 0.21036], [-4.45124, -0.02852, 1.68931], [-3.23154, 0.20182, -1.83658], [3.75107, -1.32279, -0.99998], [2.43120, -3.42772, -1.20048]]}